{
  "formula": "C33H33N5O5PRbS",
  "method": "ωB97M-V/def2-TZVPD",
  "species": ["Rb", "S", "P", "O", "O", "O", "O", "O", "N", "N", "N", "N", "N", "C", "C", "C", "C", "C", "C", "C", "C", "C", "C", "C", "C", "C", "C", "C", "C", "C", "C", "C", "C", "C", "C", "C", "C", "C", "C", "C", "C", "C", "C", "C", "C", "C", "H", "H", "H", "H", "H", "H", "H", "H", "H", "H", "H", "H", "H", "H", "H", "H", "H", "H", "H", "H", "H", "H", "H", "H", "H", "H", "H", "H", "H", "H", "H", "H", "H"],
  "xyz": [[-3.7743, 2.1133, 20.8148], [-7.5645, 2.9618, 20.0952], [-3.6997, 0.1951, 16.9714], [-2.6589, -0.9605, 21.4058], [-4.9127, -0.6670, 21.6610], [-6.7864, -1.2179, 23.5986], [-3.8678, 2.8844, 23.1081], [-4.4329, 3.0249, 25.2922], [-8.9910, 5.0174, 21.1770], [-6.9779, 4.6555, 22.3152], [-9.7314, 4.3768, 19.2000], [-4.0730, 0.0026, 24.4051], [-3.6956, 1.3495, 18.0658], [-8.2099, 5.5877, 24.6936], [-2.2395, 2.5479, 14.0540], [-3.2446, -0.0070, 14.2091], [-3.1818, 1.1697, 24.5401], [-6.6031, -0.1913, 24.5189], [-0.7372, -2.9076, 18.5781], [-2.6429, 0.4426, 12.9960], [-1.9891, -3.3351, 18.1701], [-6.4069, 4.4841, 23.5180], [-8.7346, 4.1253, 20.1549], [-2.1240, 1.7126, 12.9344], [-5.2339, -0.1317, 25.2336], [-8.8213, 5.7228, 23.4957], [-10.6701, 5.2206, 19.7522], [-3.1803, 0.7774, 15.3692], [-3.7324, -0.9283, 22.0796], [-10.2018, 5.6432, 20.9673], [-3.6203, -1.1575, 23.6524], [-2.8998, -2.4374, 17.6099], [-3.8854, 2.4925, 24.3208], [-0.4120, -1.5714, 18.4088], [-8.2274, 5.1189, 22.3756], [-5.3155, -0.5808, 16.8342], [-2.5883, -1.0843, 17.5634], [-2.7160, 2.0857, 15.2592], [-6.0773, -0.5247, 15.6482], [-9.8777, 3.5053, 17.9888], [-7.2604, -1.2580, 15.5861], [-1.3317, -0.6482, 17.9437], [-7.0327, 4.8901, 24.6979], [-7.0930, -1.7126, 17.9096], [-5.8964, -1.0409, 18.0022], [-7.7928, -1.8497, 16.7226], [-2.5679, -1.4413, 23.8834], [-5.3702, -0.9177, 18.9401], [-2.5824, -0.2108, 12.1470], [-10.5358, 3.9666, 17.2770], [-10.5775, 6.3918, 21.6697], [-2.2946, -4.3504, 18.2583], [-7.4734, -2.1271, 18.8525], [-5.0028, -1.0261, 25.8894], [-3.7133, -1.0116, 14.2577], [-6.7629, 0.8008, 24.0678], [-10.1800, 2.4925, 18.2928], [-9.7164, 6.2993, 23.3619], [-7.8785, -1.1765, 14.6534], [-1.7432, 2.0632, 11.9749], [-5.2619, 0.7225, 25.8645], [-8.8840, 3.4224, 17.5695], [-1.9373, 3.6143, 13.9435], [-11.5610, 5.4443, 19.1463], [-1.1068, 0.4286, 17.9041], [-6.4906, 4.6878, 25.6012], [-2.6957, 1.1046, 25.5518], [-3.8433, -2.8484, 17.2941], [-5.7562, 0.1627, 14.8610], [-8.5053, 5.9957, 25.6807], [0.0292, -3.5497, 19.0204], [-4.2416, -2.0639, 23.8924], [-5.3939, 4.0304, 23.5510], [-6.1953, -1.0894, 22.8582], [0.5500, -1.1818, 18.8072], [-2.3892, 1.0212, 23.8136], [-7.4021, -0.3133, 25.2376], [-8.7014, -2.4478, 16.7105], [-2.6788, 2.7029, 16.1646]],
  "atomic_forces_ev_per_a": [[-0.17, -0.97, -1.72], [-0.50, -0.19, -0.77], [-0.50, 4.21, 5.21], [-1.46, 0.11, 0.91], [1.04, -0.31, 0.24], [-0.81, -0.76, 0.71], [-0.04, 0.68, 2.04], [-0.30, 0.53, 0.47], [0.22, 0.04, 0.05], [-1.05, 0.09, 1.08], [0.46, -1.19, 0.17], [-0.03, 0.21, -1.06], [0.08, -1.36, -2.08], [0.90, 0.13, 1.79], [0.60, 1.12, -0.84], [0.78, -0.18, -0.61], [0.28, -2.07, 0.99], [0.54, 0.49, 0.04], [0.32, 0.03, -0.10], [-0.75, -0.65, 1.48], [0.05, 0.45, -0.21], [0.36, 0.22, 0.00], [0.34, -0.19, -0.57], [-0.44, 0.42, -0.05], [0.60, -1.38, 0.11], [-0.83, 0.05, -1.51], [-0.32, 0.55, -0.03], [-0.21, -0.76, -2.09], [0.42, 0.14, -0.18], [-1.01, 0.42, -0.87], [0.05, -0.32, -0.61], [0.76, -0.34, 0.65], [0.33, -0.33, -0.98], [0.84, 0.99, 0.91], [0.35, 0.30, -0.29], [-0.25, 0.52, -1.49], [-0.23, -0.84, -1.54], [0.37, 0.13, 0.48], [0.09, -0.46, 0.75], [0.72, 0.34, 1.75], [-1.08, 1.26, -1.28], [0.46, 0.16, 0.13], [1.35, -0.67, 0.03], [-0.67, -0.37, 1.36], [0.52, -0.52, -0.39], [0.39, -0.48, 0.05], [-0.35, 0.34, -0.07], [0.01, -0.07, 0.19], [-0.11, -0.24, -0.32], [-0.47, 0.21, -0.13], [0.02, -0.53, -0.67], [-0.04, -0.78, 0.16], [-0.13, 0.10, -0.48], [-0.92, 0.40, -0.30], [0.50, 0.69, -0.07], [0.14, -0.07, -0.16], [-0.10, 0.36, -0.16], [-0.35, -0.08, 0.21], [0.61, -0.33, 0.85], [0.12, 0.13, 0.32], [-0.12, 0.86, 0.75], [0.19, -0.09, -0.16], [-0.10, -0.89, 0.24], [0.53, 0.15, 0.77], [-0.17, -0.58, 0.05], [0.14, -0.07, 0.34], [-0.26, 0.45, -0.38], [-0.31, 0.26, -0.16], [-0.07, -0.69, -0.07], [-0.42, -0.07, -1.01], [-0.50, -0.10, -0.13], [0.30, 0.96, -0.03], [-0.81, 0.42, -0.20], [1.02, 0.41, -1.12], [-0.59, -0.44, -0.47], [0.05, 0.14, -0.22], [-0.16, -0.01, 0.62], [0.05, 0.24, -0.17], [-0.32, -0.32, -0.20]],
  "lumo_energy_ev": 3.9,
  "homo_ev": -0.77,
  "relative_energy_kcal_mol": 0.0,
  "total_charge": -2
}